C12H15F4N2NiSbSe4 as an isolated structure. Source: the Open Molecules 2025 dataset; level of theory: ωB97M-V/def2-TZVPD.

Geometry (Å):
Ni  0.0240  -0.3901  0.0579
C  1.6993  2.9458  -0.3615
C  1.6396  2.0944  0.8906
N  0.3278  1.4339  1.1364
C  -0.8262  2.3003  0.8410
C  -0.9632  3.5385  1.7220
C  0.3192  0.9211  2.5165
C  -0.8543  -0.0075  2.7514
N  -0.7616  -1.0569  1.7612
C  -1.5464  -2.1424  1.8707
C  -1.3262  -3.2273  0.9778
F  -0.3459  -3.0982  0.0695
C  -2.0573  -4.3852  1.0067
F  -1.7650  -5.3621  0.1233
C  -3.0801  -4.5938  1.9219
C  -3.3210  -3.5576  2.7959
F  -4.3162  -3.6830  3.7073
C  -2.6033  -2.3791  2.7824
F  -2.9867  -1.4262  3.6749
H  2.7418  3.1573  -0.5987
H  1.1741  3.8985  -0.2495
H  1.2910  2.4120  -1.2191
H  1.8945  2.7047  1.7701
H  2.3905  1.3061  0.8156
H  -1.7311  1.6935  0.9045
H  -0.7427  2.5863  -0.2054
H  -1.1344  3.2875  2.7706
H  -1.8181  4.1276  1.3834
H  -0.0762  4.1700  1.6629
H  0.3152  1.7354  3.2535
H  1.2515  0.3663  2.6422
H  -1.7927  0.5590  2.6816
H  -0.8149  -0.4014  3.7728
H  -3.6520  -5.5080  1.9423
Se  4.2607  3.1323  -3.3403
Sb  4.3469  0.8048  -2.6298
Se  -0.7012  -0.0221  -2.1602
Se  1.6388  -0.3228  -1.7615
Se  5.1305  0.5916  -0.3251

Values from the calculation:
Orbital gap (alpha / beta) = 0.199 / 0.201 hartree
Strongest force on any atom = 0.579 eV/Å
Multiplicity = 3
<S²> = 2.0172
Highest occupied orbital energy (alpha / beta) = -1.0036 / -1.0627 eV
Total charge = -2
Energy above the lowest of the compared OMol25 structures with the same formula, charge and spin = 0.00 kcal per mole

natural (NBO) population analysis, charges in e, atoms 1 to 8: 1.1319 -0.6534 -0.2329 -0.5029 -0.2399 -0.6402 -0.2268 -0.2337